Record 1
8
Properties=species:S:1:pos:R:3:forces:R:3 method="wB97M-V/def2-TZVPD" homo_energy_ev=-13.65 e_above_lowest_kcal_mol=12.3 energy_ev=-26869.105 e_lumo_ev=-5.37 charge=+1
C 0.6190 -0.3202 -1.6845 1.182 1.286 -0.452
N 0.0781 -0.1367 -0.2723 -2.946 2.760 -2.156
I -1.0512 -0.0354 -3.0166 0.380 -0.251 0.289
I 2.1236 1.2967 -2.0183 -0.791 -0.919 0.255
I 1.4883 -2.2748 -1.7045 -0.115 0.304 -0.140
H -0.4755 -1.0293 -0.2574 0.119 1.128 1.635
H 0.7533 0.1239 0.4156 1.184 -1.092 0.916
H -0.5238 0.8416 -0.2454 0.987 -3.217 -0.347

---

Record 2
14
Properties=species:S:1:pos:R:3:forces:R:3 method="wB97M-V/def2-TZVPD" multiplicity=2 homo_energy_ev="1.68 / -6.03" s2=0.75 e_above_lowest_kcal_mol=22.8 energy_ev=-6791.956 e_lumo_ev="3.10 / 3.20" charge=-1
C 0.8319 -3.0836 0.3893 -1.003 -0.106 0.473
C 0.7290 -1.5946 0.5874 1.224 0.608 -0.501
C 1.7054 -0.7896 0.1639 -0.054 -0.603 -0.969
N 1.5919 0.6074 0.0848 -0.208 0.925 1.536
H 0.2360 -3.5633 1.1732 0.165 -0.309 -0.172
H 1.8207 -3.5396 0.3799 0.233 0.464 0.276
H 0.4002 -3.3682 -0.5731 -0.264 0.017 -0.001
H -0.1579 -1.0820 0.9368 -0.358 -0.507 0.133
H 2.5465 -1.2925 -0.3066 0.270 0.365 0.002
H 2.2881 1.1918 -0.3516 0.422 -0.779 -0.434
H 1.5200 0.9995 1.0262 -0.433 -0.080 -0.348
H -4.5427 5.8263 -1.5784 -0.196 0.125 -0.084
H -4.0656 4.6455 -0.8178 0.159 -0.313 0.205
O -4.9035 5.0429 -1.1140 0.041 0.193 -0.115

---

Record 3
19
Properties=species:S:1:pos:R:3:forces:R:3 method="wB97M-V/def2-TZVPD" homo_energy_ev=-2.70 e_above_lowest_kcal_mol=7.2 energy_ev=-18716.443 e_lumo_ev=3.95 charge=-1
N 1.8905 1.4922 0.5626 0.095 -0.021 -0.236
C 0.9838 2.5007 1.0042 -0.115 0.108 -0.006
O 0.7869 3.4946 -0.0162 -0.039 0.147 -0.045
H 2.6882 1.3780 1.1673 -0.010 -0.019 0.033
H 1.4197 0.5871 0.4422 -0.014 -0.050 0.166
H 0.0078 2.0698 1.2411 0.006 -0.032 -0.007
H 1.3641 3.0388 1.8749 0.033 -0.051 0.121
H 1.2674 3.1437 -0.7726 0.030 -0.073 -0.016
C -2.3500 -1.3809 -1.3582 -0.140 0.123 0.305
C -0.9057 -1.7700 -1.6341 0.104 0.157 0.104
C -0.2162 -2.3660 -0.4087 0.189 -0.114 0.213
S -0.0356 -1.2063 0.9932 -0.048 -0.036 -0.032
H -2.9142 -2.2333 -0.9615 0.003 -0.033 -0.205
H -2.8610 -0.9823 -2.2389 0.012 -0.106 -0.046
H -2.3876 -0.6231 -0.5722 0.119 -0.001 -0.065
H -0.8608 -2.4795 -2.4673 -0.018 -0.103 -0.079
H -0.3375 -0.8823 -1.9325 -0.055 -0.007 -0.050
H 0.7869 -2.7213 -0.6830 -0.195 0.015 -0.108
H -0.7816 -3.2523 -0.0820 0.040 0.095 -0.047

---

Record 4
10
Properties=species:S:1:pos:R:3:forces:R:3 method="wB97M-V/def2-TZVPD" homo_energy_ev="-8.87 / -8.87" e_above_lowest_kcal_mol=119.4 energy_ev=-16441.963 e_lumo_ev="-0.18 / -0.18"
N -1.1865 0.5212 -1.0838 -3.958 -2.022 -4.157
N -0.6987 0.2275 0.1078 2.992 -3.387 0.787
O 1.8861 0.3921 0.1553 0.774 0.049 -0.238
O 0.3805 1.2220 2.0285 1.500 0.074 0.515
P 0.5457 1.3069 0.4221 1.101 1.208 0.110
H -0.6785 0.1606 -1.9539 -0.607 0.828 1.676
H -2.1952 0.1126 -1.1434 2.337 1.014 -0.138
H 0.3510 -1.1768 0.0423 -2.353 2.632 0.442
H 2.6034 0.8086 -0.3778 -0.985 -0.149 0.721
H -0.5402 1.1321 2.2357 -0.801 -0.247 0.283

---

Going through the records in order, we get max |F| values of 4.58, 1.80, 0.36, 6.09 eV/A.